1.
Molecular formula: C4H12
Method: DFT, ωB97M-V/def2-TZVPD

Output
2S+1   1
E_HOMO   -11.694 eV
Total charge   0
Gap between HOMO and LUMO   0.4697 hartree
SMILES string   CC.CC

Last columns: bonded neighbours and bond lengths (Å).
CARTESIAN COORDINATES (ANGSTROEM)
1 C 0.768 -3.061 0.395  C2 1.532, H3 1.085, H4 1.089, H5 1.072
2 C -0.408 -2.165 0.792  C1 1.532, H6 1.083, H7 1.093, H8 1.090
3 H 1.593 -2.632 -0.165  C1 1.085
4 H 1.142 -3.573 1.280  C1 1.089
5 H 0.399 -3.887 -0.180  C1 1.072
6 H -0.697 -2.204 1.835  C2 1.083
7 H -1.328 -2.404 0.253  C2 1.093
8 H -0.189 -1.121 0.564  C2 1.090
9 C -0.366 2.899 -1.264  C10 1.543, H11 1.091, H12 1.093, H13 1.089
10 C 0.039 2.350 0.120  C9 1.543, H14 1.088, H15 1.076, H16 1.082
11 H 0.306 3.669 -1.646  C9 1.091
12 H -0.328 2.085 -1.992  C9 1.093
13 H -1.361 3.342 -1.241  C9 1.089
14 H 0.066 3.165 0.840  C10 1.088
15 H 1.036 1.957 0.019  C10 1.076
16 H -0.671 1.580 0.389  C10 1.082

Atomic partial charges in e from the natural (NBO) method, atoms 1 to 8: C -0.62; C -0.62; H 0.21; H 0.21; H 0.20; H 0.21; H 0.20; H 0.20



2.
Molecular formula: C4H12
Method: DFT, ωB97M-V/def2-TZVPD

Output
2S+1   1
E_HOMO   -10.679 eV
Total charge   0
Gap between HOMO and LUMO   0.4319 hartree
SMILES string   CC.CC

Last columns: bonded neighbours and bond lengths (Å).
CARTESIAN COORDINATES (ANGSTROEM)
1 C 0.109 -1.719 0.893  C2 1.526, H3 1.145, H4 1.035, H5 1.071
2 C 1.635 -1.682 0.911  C1 1.526, H6 1.126, H7 1.074, H8 1.142
3 H -0.447 -1.156 0.065  C1 1.145
4 H -0.418 -2.610 0.876  C1 1.035
5 H -0.233 -0.992 1.601  C1 1.071
6 H 2.096 -2.394 0.171  C2 1.126
7 H 2.137 -0.785 0.600  C2 1.074
8 H 2.071 -1.934 1.935  C2 1.142
9 C -1.261 1.079 -0.680  C10 1.512, H11 1.196, H12 1.139, H13 1.156
10 C -0.463 2.297 -1.089  C9 1.512, H14 1.050, H15 1.149, H16 1.072
11 H -2.429 1.293 -0.829  C9 1.196
12 H -1.209 0.344 -1.548  C9 1.139
13 H -0.942 0.572 0.309  C9 1.156
14 H -0.398 3.136 -0.461  C10 1.050
15 H -0.898 2.582 -2.113  C10 1.149
16 H 0.552 2.093 -0.815  C10 1.072

Atomic partial charges in e from the natural (NBO) method, atoms 1 to 8: C -0.63; C -0.62; H 0.21; H 0.21; H 0.20; H 0.20; H 0.21; H 0.21



3.
Molecular formula: C4H12
Method: DFT, ωB97M-V/def2-TZVPD

Output
2S+1   1
E_HOMO   -11.406 eV
Total charge   0
Gap between HOMO and LUMO   0.4625 hartree
SMILES string   CC.CC

Last columns: bonded neighbours and bond lengths (Å).
CARTESIAN COORDINATES (ANGSTROEM)
1 C -0.651 1.869 1.089  C2 1.537, H3 1.085, H4 1.099, H5 1.084
2 C 0.509 1.200 1.843  C1 1.537, H6 1.089, H7 1.094, H8 1.091
3 H -1.638 1.647 1.479  C1 1.085
4 H -0.500 2.950 1.221  C1 1.099
5 H -0.583 1.747 0.013  C1 1.084
6 H 0.179 0.690 2.747  C2 1.089
7 H 1.261 1.921 2.176  C2 1.094
8 H 1.120 0.530 1.236  C2 1.091
9 C -0.009 -0.918 -1.037  C10 1.534, H11 1.086, H12 1.081, H13 1.090
10 C 0.098 -2.193 -1.883  C9 1.534, H14 1.082, H15 1.091, H16 1.086
11 H -0.829 -1.016 -0.332  C9 1.086
12 H 0.930 -0.742 -0.532  C9 1.081
13 H -0.203 -0.047 -1.663  C9 1.090
14 H 1.090 -2.387 -2.269  C10 1.082
15 H -0.547 -2.184 -2.764  C10 1.091
16 H -0.229 -3.065 -1.325  C10 1.086

Atomic partial charges in e from the natural (NBO) method, atoms 1 to 8: C -0.62; C -0.62; H 0.21; H 0.20; H 0.21; H 0.21; H 0.20; H 0.21



4.
Molecular formula: C4H12
Method: DFT, ωB97M-V/def2-TZVPD

Output
2S+1   1
E_HOMO   -11.056 eV
Total charge   0
Gap between HOMO and LUMO   0.4482 hartree
SMILES string   CC.CC

Last columns: bonded neighbours and bond lengths (Å).
CARTESIAN COORDINATES (ANGSTROEM)
1 C 1.740 -1.958 -0.568  C2 1.484, H3 1.147, H4 1.170, H5 1.105
2 C 1.349 -0.578 -0.189  C1 1.484, H6 1.146, H7 1.141, H8 1.095
3 H 1.254 -2.725 0.132  C1 1.147
4 H 1.296 -2.398 -1.557  C1 1.170
5 H 2.840 -1.971 -0.467  C1 1.105
6 H 0.471 -0.221 -0.832  C2 1.146
7 H 2.102 0.262 -0.362  C2 1.141
8 H 1.112 -0.406 0.866  C2 1.095
9 C -1.514 1.717 -0.274  C10 1.562, H11 1.133, H12 1.042, H13 1.200
10 C -1.627 0.814 0.995  C9 1.562, H14 1.198, H15 1.041, H16 1.073
11 H -2.423 1.496 -0.913  C9 1.133
12 H -1.292 2.655 0.120  C9 1.042
13 H -0.526 1.409 -0.882  C9 1.200
14 H -0.604 0.838 1.619  C10 1.198
15 H -1.804 -0.158 0.665  C10 1.041
16 H -2.375 1.224 1.646  C10 1.073

Atomic partial charges in e from the natural (NBO) method, atoms 1 to 8: C -0.63; C -0.62; H 0.21; H 0.21; H 0.21; H 0.20; H 0.20; H 0.21



5.
Molecular formula: C4H12
Method: DFT, ωB97M-V/def2-TZVPD

Output
2S+1   1
E_HOMO   -11.383 eV
Total charge   0
Gap between HOMO and LUMO   0.4610 hartree
SMILES string   CC.CC

Last columns: bonded neighbours and bond lengths (Å).
CARTESIAN COORDINATES (ANGSTROEM)
1 C 2.029 0.378 -2.026  C2 1.530, H3 1.077, H4 1.095, H5 1.089
2 C 0.819 0.131 -1.123  C1 1.530, H6 1.090, H7 1.087, H8 1.086
3 H 2.534 1.309 -1.838  C1 1.077
4 H 2.823 -0.353 -1.846  C1 1.095
5 H 1.783 0.379 -3.087  C1 1.089
6 H 1.026 -0.527 -0.277  C2 1.090
7 H 0.090 -0.461 -1.671  C2 1.087
8 H 0.442 1.085 -0.769  C2 1.086
9 C -0.864 -0.022 2.036  C10 1.516, H11 1.088, H12 1.095, H13 1.065
10 C -1.996 -0.479 1.139  C9 1.516, H14 1.095, H15 1.092, H16 1.101
11 H 0.101 -0.483 1.837  C9 1.088
12 H -0.674 1.056 1.990  C9 1.095
13 H -1.152 -0.187 3.049  C9 1.065
14 H -2.903 0.123 1.257  C10 1.095
15 H -2.096 -1.556 1.288  C10 1.092
16 H -1.962 -0.394 0.042  C10 1.101

Atomic partial charges in e from the natural (NBO) method, atoms 1 to 8: C -0.61; C -0.62; H 0.20; H 0.20; H 0.20; H 0.20; H 0.21; H 0.21



6.
Molecular formula: C4H12
Method: DFT, ωB97M-V/def2-TZVPD

Output
2S+1   1
E_HOMO   -10.982 eV
Total charge   0
Gap between HOMO and LUMO   0.4433 hartree
SMILES string   CC.CC

Last columns: bonded neighbours and bond lengths (Å).
CARTESIAN COORDINATES (ANGSTROEM)
1 C 1.850 -0.700 -0.277  C2 1.489, H3 1.219, H4 1.128, H5 1.130
2 C 1.898 -2.179 -0.438  C1 1.489, H6 1.087, H7 1.058, H8 1.060
3 H 2.957 -0.202 -0.390  C1 1.219
4 H 1.266 -0.104 -1.037  C1 1.128
5 H 1.339 -0.377 0.677  C1 1.130
6 H 1.173 -2.665 0.211  C2 1.087
7 H 2.807 -2.672 -0.218  C2 1.058
8 H 1.752 -2.449 -1.453  C2 1.060
9 C -1.720 2.092 0.678  C10 1.485, H11 1.186, H12 1.202, H13 1.027
10 C -2.124 0.764 0.149  C9 1.485, H14 1.147, H15 1.061, H16 1.138
11 H -0.579 1.872 0.913  C9 1.186
12 H -1.541 2.754 -0.309  C9 1.202
13 H -2.130 2.575 1.486  C9 1.027
14 H -3.253 0.755 -0.051  C10 1.147
15 H -1.960 0.072 0.936  C10 1.061
16 H -1.735 0.464 -0.878  C10 1.138

Atomic partial charges in e from the natural (NBO) method, atoms 1 to 8: C -0.61; C -0.63; H 0.20; H 0.21; H 0.21; H 0.21; H 0.21; H 0.21



7.
Molecular formula: C4H12
Method: DFT, ωB97M-V/def2-TZVPD

Output
2S+1   1
E_HOMO   -11.034 eV
Total charge   0
Gap between HOMO and LUMO   0.4485 hartree
SMILES string   CC.CC

Last columns: bonded neighbours and bond lengths (Å).
CARTESIAN COORDINATES (ANGSTROEM)
1 C -0.013 2.612 -0.761  C2 1.520, H3 1.091, H4 1.089, H5 1.103
2 C 1.035 1.969 0.133  C1 1.520, H6 1.100, H7 1.098, H8 1.090
3 H 0.014 2.419 -1.834  C1 1.091
4 H -1.027 2.707 -0.377  C1 1.089
5 H 0.205 3.691 -0.837  C1 1.103
6 H 2.035 1.635 -0.182  C2 1.100
7 H 1.553 2.692 0.777  C2 1.098
8 H 0.491 1.252 0.748  C2 1.090
9 C -0.861 -2.917 0.714  C10 1.543, H11 1.092, H12 1.085, H13 1.106
10 C -0.297 -1.737 -0.104  C9 1.543, H14 1.095, H15 1.095, H16 1.086
11 H -0.099 -3.211 1.439  C9 1.092
12 H -1.839 -2.950 1.184  C9 1.085
13 H -0.875 -3.768 0.009  C9 1.106
14 H -0.087 -2.045 -1.134  C10 1.095
15 H 0.730 -1.448 0.141  C10 1.095
16 H -0.965 -0.902 0.084  C10 1.086

Atomic partial charges in e from the natural (NBO) method, atoms 1 to 8: C -0.63; C -0.64; H 0.21; H 0.22; H 0.20; H 0.22; H 0.21; H 0.21



8.
Molecular formula: C4H12
Method: DFT, ωB97M-V/def2-TZVPD

Output
2S+1   2
E_HOMO (alpha / beta)   -16.427 / -15.902 eV
Total charge   +1
Gap between HOMO and LUMO (alpha / beta)   0.4901 / 0.1841 hartree

Last columns: bonded neighbours and bond lengths (Å).
CARTESIAN COORDINATES (ANGSTROEM)
1 C -0.623 -0.587 2.803  C2 1.561, H3 1.070, H4 1.123, H5 1.069
2 C 0.211 -0.197 1.542  C1 1.561, H6 1.132, H7 1.109, H8 1.222
3 H -0.325 0.010 3.639  C1 1.070
4 H -1.587 -0.116 2.471  C1 1.123
5 H -0.764 -1.586 3.157  C1 1.069
6 H 1.338 -0.293 1.554  C2 1.132
7 H 0.113 0.815 1.101  C2 1.109
8 H -0.119 -0.960 0.647  C2 1.222
9 C 0.768 0.910 -2.101  C10 1.452, H11 1.087, H12 1.107, H13 1.104
10 C -0.218 -0.157 -2.120  C9 1.452, H14 1.130, H15 1.222, H16 1.140
11 H 1.154 0.890 -3.117  C9 1.087
12 H 0.328 1.925 -2.073  C9 1.107
13 H 1.383 1.038 -1.193  C9 1.104
14 H -1.292 0.001 -2.435  C10 1.130
15 H -0.592 -0.715 -1.100  C10 1.222
16 H 0.227 -0.978 -2.774  C10 1.140

Atomic partial charges in e from the natural (NBO) method, atoms 1 to 8: C -0.62; C -0.51; H 0.28; H 0.23; H 0.26; H 0.25; H 0.23; H 0.27



9.
Molecular formula: C4H12
Method: DFT, ωB97M-V/def2-TZVPD

Output
2S+1   2
E_HOMO (alpha / beta)   -16.202 / -15.532 eV
Total charge   +1
Gap between HOMO and LUMO (alpha / beta)   0.4798 / 0.1544 hartree

Last columns: bonded neighbours and bond lengths (Å).
CARTESIAN COORDINATES (ANGSTROEM)
1 C 2.289 -0.313 -0.651  C2 1.473, H3 1.111, H4 1.120, H5 1.089
2 C 1.055 -0.996 -1.075  C1 1.473, H6 1.083, H7 1.117, H8 1.138
3 H 3.047 -0.988 -0.200  C1 1.111
4 H 2.865 0.009 -1.556  C1 1.120
5 H 2.235 0.605 -0.066  C1 1.089
6 H 1.352 -1.935 -1.525  C2 1.083
7 H 0.413 -0.341 -1.714  C2 1.117
8 H 0.337 -0.968 -0.192  C2 1.138
9 C -2.009 0.067 0.364  C10 1.532, H11 1.085, H12 1.112, H13 1.093
10 C -1.438 1.142 1.293  C9 1.532, H14 1.099, H15 1.099, H16 1.091
11 H -1.641 0.328 -0.623  C9 1.085
12 H -1.588 -0.923 0.647  C9 1.112
13 H -3.062 -0.034 0.639  C9 1.093
14 H -0.406 1.465 1.092  C10 1.099
15 H -2.030 2.066 1.235  C10 1.099
16 H -1.418 0.815 2.333  C10 1.091

Atomic partial charges in e from the natural (NBO) method, atoms 1 to 8: C -0.60; C -0.54; H 0.31; H 0.38; H 0.26; H 0.27; H 0.34; H 0.38



10.
Molecular formula: C4H12
Method: DFT, ωB97M-V/def2-TZVPD

Output
2S+1   2
E_HOMO (alpha / beta)   -16.556 / -15.640 eV
Total charge   +1
Gap between HOMO and LUMO (alpha / beta)   0.4975 / 0.1568 hartree

Last columns: bonded neighbours and bond lengths (Å).
CARTESIAN COORDINATES (ANGSTROEM)
1 C -1.250 -0.464 1.102  C2 1.508, H3 1.099, H4 1.094, H5 1.114
2 C -2.048 0.699 0.566  C1 1.508, H6 1.093, H7 1.090, H8 1.125
3 H -1.530 -0.710 2.136  C1 1.099
4 H -1.456 -1.378 0.539  C1 1.094
5 H -0.150 -0.295 1.055  C1 1.114
6 H -2.685 0.446 -0.285  C2 1.093
7 H -2.501 1.252 1.389  C2 1.090
8 H -1.343 1.430 0.083  C2 1.125
9 C 1.053 -0.387 -1.269  C10 1.523, H11 1.110, H12 1.096, H13 1.112
10 C 2.165 0.166 -0.388  C9 1.523, H14 1.109, H15 1.100, H16 1.095
11 H 0.366 -1.187 -0.923  C9 1.110
12 H 0.403 0.432 -1.598  C9 1.096
13 H 1.657 -0.891 -2.054  C9 1.112
14 H 2.421 -0.645 0.324  C10 1.109
15 H 1.808 1.030 0.193  C10 1.100
16 H 3.090 0.501 -0.871  C10 1.095

Atomic partial charges in e from the natural (NBO) method, atoms 1 to 8: C -0.60; C -0.60; H 0.28; H 0.22; H 0.24; H 0.25; H 0.27; H 0.24



11.
Molecular formula: C4H12
Method: DFT, ωB97M-V/def2-TZVPD

Output
2S+1   2
E_HOMO (alpha / beta)   -14.779 / -14.755 eV
Total charge   +1
Gap between HOMO and LUMO (alpha / beta)   0.4075 / 0.1325 hartree

Last columns: bonded neighbours and bond lengths (Å).
CARTESIAN COORDINATES (ANGSTROEM)
1 C 1.414 1.006 0.099  C2 1.561, H3 1.180, H4 1.148, H5 1.096
2 C 1.248 1.709 -1.284  C1 1.561, H6 1.173, H7 1.188, H8 1.060
3 H 2.505 0.650 0.371  C1 1.180
4 H 1.156 1.867 0.815  C1 1.148
5 H 0.806 0.118 0.304  C1 1.096
6 H 1.244 2.867 -1.097  C2 1.173
7 H 2.159 1.325 -1.942  C2 1.188
8 H 0.309 1.392 -1.661  C2 1.060
9 C -1.714 -0.619 0.385  C10 1.587, H11 1.196, H12 1.113, H13 1.070
10 C -1.048 -2.021 0.719  C9 1.587, H14 1.206, H15 1.214, H16 1.182
11 H -1.670 0.156 1.296  C9 1.196
12 H -1.241 -0.304 -0.571  C9 1.113
13 H -2.663 -1.108 0.319  C9 1.070
14 H -0.076 -1.651 1.330  C10 1.206
15 H -0.704 -2.543 -0.321  C10 1.214
16 H -1.724 -2.842 1.237  C10 1.182

Atomic partial charges in e from the natural (NBO) method, atoms 1 to 8: C -0.62; C -0.62; H 0.23; H 0.23; H 0.14; H 0.23; H 0.23; H 0.19



12.
Molecular formula: C4H12
Method: DFT, ωB97M-V/def2-TZVPD

Output
2S+1   2
E_HOMO (alpha / beta)   -16.255 / -15.079 eV
Total charge   +1
Gap between HOMO and LUMO (alpha / beta)   0.4857 / 0.1265 hartree

Last columns: bonded neighbours and bond lengths (Å).
CARTESIAN COORDINATES (ANGSTROEM)
1 C -1.778 0.072 -0.428  C2 1.539, H3 1.099, H4 1.086, H5 1.079
2 C -1.450 -0.534 -1.804  C1 1.539, H6 1.120, H7 1.090, H8 1.139
3 H -2.745 -0.366 -0.143  C1 1.099
4 H -1.029 -0.225 0.301  C1 1.086
5 H -1.833 1.139 -0.577  C1 1.079
6 H -2.199 -0.319 -2.609  C2 1.120
7 H -1.063 -1.551 -1.743  C2 1.090
8 H -0.543 0.008 -2.230  C2 1.139
9 C 1.803 -0.249 0.541  C10 1.536, H11 1.096, H12 1.122, H13 1.092
10 C 1.375 0.723 1.651  C9 1.536, H14 1.116, H15 1.095, H16 1.073
11 H 2.878 -0.413 0.680  C9 1.096
12 H 1.362 -1.275 0.643  C9 1.122
13 H 1.348 0.125 -0.378  C9 1.092
14 H 2.222 1.096 2.274  C10 1.116
15 H 0.881 0.220 2.488  C10 1.095
16 H 0.770 1.551 1.332  C10 1.073

Atomic partial charges in e from the natural (NBO) method, atoms 1 to 8: C -0.60; C -0.58; H 0.27; H 0.19; H 0.23; H 0.26; H 0.23; H 0.26